#P
20
Properties=species:S:1:pos:R:3:lowdin_charge:R:1 method="wB97M-V/def2-TZVPD" total_charge=0 smiles=CC(C)O.CC molar_mass_g_mol=90.17 homo_lumo_gap_ha=0.4075 e_homo_ev=-10.07
C 0.06589 0.18969 -1.05043 -0.071
C 0.81306 1.43085 -0.57431 -0.480
C 2.01874 1.75688 -1.43932 -0.045
O -0.14566 2.49361 -0.51108 -0.054
H -0.27185 0.23339 -2.08655 0.080
H -0.83620 0.03999 -0.47350 0.050
H 0.71654 -0.69044 -1.05034 0.087
H 1.03701 1.18361 0.46958 0.128
H 2.94218 1.34238 -1.04642 0.078
H 1.84794 1.33158 -2.42776 0.079
H 2.16226 2.83619 -1.49730 0.076
H 0.18637 3.26897 -0.97347 0.074
C -1.71265 -2.10671 0.94913 -0.180
C -0.94227 -1.69501 2.21023 -0.162
H -2.36093 -2.95238 1.18617 0.058
H -2.31100 -1.31088 0.52391 0.053
H -1.02422 -2.54300 0.22388 0.058
H -1.46805 -1.99114 3.11608 0.058
H 0.02685 -2.19315 2.27173 0.060
H -0.74401 -0.62443 2.17976 0.054

#Q
20
Properties=species:S:1:pos:R:3:lowdin_charge:R:1 method="wB97M-V/def2-TZVPD" total_charge=0 smiles=CC(C)O.CC molar_mass_g_mol=90.17 homo_lumo_gap_ha=0.4101 e_homo_ev=-10.17
C -0.05127 3.02161 0.61812 -0.057
C 0.67360 1.72158 0.88094 -0.448
C -0.02422 0.90839 2.01128 -0.051
O 0.69890 0.86876 -0.27430 -0.086
H -1.00199 3.11414 1.13422 0.072
H -0.31613 3.19707 -0.43526 0.080
H 0.55234 3.90707 0.83520 0.077
H 1.71554 1.80871 1.11406 0.124
H -0.79301 0.29240 1.54208 0.078
H 0.71752 0.22096 2.43411 0.075
H -0.44721 1.48162 2.82167 0.065
H -0.07451 0.93633 -0.83408 0.077
C 0.40978 -2.30830 -1.36197 -0.174
C -0.90032 -3.03492 -1.64468 -0.167
H 1.19809 -2.30248 -2.12573 0.067
H 0.37410 -1.27114 -1.02634 0.028
H 0.86972 -2.84917 -0.53122 0.063
H -1.50185 -2.95768 -0.74055 0.061
H -0.64960 -4.06835 -1.89481 0.060
H -1.44947 -2.68660 -2.52275 0.057

Stability order, top to bottom: #P, #Q